13
Properties=species:S:1:pos:R:3:forces:R:3 method="wB97M-V/def2-TZVPD" smiles="O=C1CO[C@H]2C[C@@H]12" energy_ha=-344.5050 orbital_gap_ha=0.37754 max_force_ev_per_a=4.0
O -1.839 -1.603 0.040 0.2 0.1 0.3
C -0.850 -0.919 -0.034 -0.7 0.2 -1.4
C 0.074 -0.870 -1.211 1.3 -3.1 -0.9
O 0.972 0.180 -1.120 -0.3 1.3 0.3
C 0.888 0.658 0.211 0.2 0.2 -0.6
C -0.288 1.445 0.679 0.1 0.3 0.3
C -0.222 -0.035 0.944 2.4 -2.6 1.9
H -0.429 -0.867 -2.178 0.1 -0.3 0.1
H 0.719 -1.863 -1.043 -1.4 1.5 -0.8
H 1.884 0.831 0.613 -0.4 -0.1 0.3
H -1.023 1.748 -0.068 0.1 -0.1 0.3
H -0.158 2.123 1.511 0.0 0.1 -0.1
H 0.272 -0.827 1.657 -1.6 2.5 0.3